[1]
Below is one molecule with the formula C6H11I2N3, with properties calculated with the ωB97M-V functional and the def2-TZVPD basis.

## Properties
Frontier orbital gap: 7.59 eV
Net charge: 0
Lowest unoccupied orbital energy: -0.213 eV
Energy relative to the best compared isomer or geometry (same formula, charge and spin): 0.63 kcal per mole

Geometry as XYZ:
```
22
Properties=species:S:1:pos:R:3:forces:R:3
C -1.6126 -0.4416 -1.6059 -1.697 3.042 2.012
C -2.1871 1.2377 -0.2615 0.446 -2.774 -2.330
C -0.4216 -0.7259 -0.8182 0.563 -0.548 0.303
C 2.3311 0.3882 -0.3393 -0.194 0.085 0.125
C 1.3925 -0.4251 1.8572 -0.065 0.195 -0.155
C 1.1877 0.5119 0.6645 0.411 -0.053 0.069
N -2.2906 -0.7248 -2.5794 -0.300 -0.089 -0.543
N -1.1830 0.9334 0.6668 0.124 0.051 1.028
N -0.0929 0.3339 0.0007 -0.369 0.199 -0.132
I -4.1815 1.0511 0.3657 0.466 0.062 -0.090
I -1.1424 -2.6496 0.3418 0.131 0.270 -0.170
H -1.9998 2.1052 -0.8755 -0.106 0.185 0.022
H 0.4333 -1.0983 -1.3700 -0.001 -0.090 0.065
H 2.4994 -0.6473 -0.6247 0.059 -0.132 -0.051
H 2.1197 0.9755 -1.2298 0.022 0.048 -0.097
H 3.2472 0.7629 0.1098 0.088 -0.017 0.037
H 1.4758 -1.4588 1.5329 -0.031 -0.097 -0.004
H 0.5681 -0.3413 2.5608 -0.065 -0.060 0.108
H 2.3094 -0.1563 2.3743 0.111 0.062 0.081
H 1.1521 1.5447 1.0297 -0.041 -0.173 -0.086
H -2.0673 -1.4913 -3.2085 0.322 -0.193 0.143
H -1.5375 0.3157 1.4089 0.128 0.028 -0.336
```
Forces are in eV/Å.

natural (NBO) atomic charge list, values in e, 2 entries:
1. C 0.34
2. C -0.24



[2]
Below is a 2-piece molecular cluster, C8H13NO3 overall, with properties calculated with the ωB97M-V functional and the def2-TZVPD basis.

## Properties
Frontier orbital gap: 10.27 eV
Net charge: 0
SMILES: CN1CC(=O)C1.O=C(O)C1CC1
Lowest unoccupied orbital energy: 0.850 eV
Energy relative to the best compared isomer or geometry (same formula, charge and spin): 61.73 kcal per mole

Geometry as XYZ:
```
25
Properties=species:S:1:pos:R:3:forces:R:3
C 3.8107 0.1247 0.3105 -0.599 -0.168 -0.007
C 1.5227 0.3782 -0.5134 -0.752 1.755 0.030
C 0.7506 -0.9370 -0.4265 -1.071 -0.279 -0.989
C 1.9365 -1.4665 0.3460 0.161 -0.848 1.072
C -2.9532 -0.7667 0.2843 0.274 0.199 0.717
C -2.6520 0.4735 -0.4596 0.272 0.591 0.127
C -2.6745 1.8170 0.2565 -0.406 0.982 0.191
C -1.3783 1.1933 -0.0169 0.060 -0.156 -0.262
H 4.3119 -0.6570 0.8951 0.469 0.711 -0.065
H 4.0293 1.1625 0.5760 0.548 -0.338 0.175
H 4.0162 -0.0118 -0.7655 0.283 -0.099 0.127
H 1.0102 1.3313 -0.2859 0.313 -0.585 -0.265
H 2.0523 0.4983 -1.4664 -0.077 -0.194 -0.220
H 1.7326 -2.0270 1.2706 0.058 0.043 -0.299
H 2.6290 -2.0388 -0.2931 -0.239 -0.035 -0.039
H -3.6178 -2.4893 0.1166 0.014 0.298 -0.276
H -2.8884 0.4772 -1.5232 0.114 -0.085 0.366
H -2.9669 1.9229 1.3017 -0.179 -0.430 -0.343
H -2.8954 2.7099 -0.3450 -0.200 -0.600 0.207
H -0.8040 1.6215 -0.8314 -0.064 -0.155 0.198
H -0.8248 0.7749 0.8293 -0.349 0.068 -0.455
N 2.3986 -0.0762 0.5572 -0.253 -0.772 -0.276
O -0.3270 -1.3516 -0.8029 1.940 0.389 0.603
O -3.5254 -1.7120 -0.4685 -0.194 -0.428 0.027
O -2.6929 -0.9513 1.4545 -0.122 0.135 -0.344
```
Forces are in eV/Å.

natural (NBO) atomic charge list, values in e, 2 entries:
1. C -0.41
2. C -0.35



[3]
Below is C4H5N3O as an isolated structure, with properties calculated with the ωB97M-V functional and the def2-TZVPD basis.

## Properties
Frontier orbital gap: 9.31 eV
Net charge: 0
Lowest unoccupied orbital energy: 0.532 eV
Energy relative to the best compared isomer or geometry (same formula, charge and spin): 126.37 kcal per mole

Geometry as XYZ:
```
13
Properties=species:S:1:pos:R:3:forces:R:3
C 0.2675 -0.9330 1.2073 -2.567 -3.126 -2.123
C 0.2927 -0.2951 -0.8610 -0.606 4.367 0.153
C -0.3465 1.0626 -1.1460 4.114 2.936 -1.482
C 0.5564 0.1600 0.4212 -0.321 0.535 -1.675
H -0.3396 -0.0868 2.7448 -0.008 0.467 0.244
H 0.1806 -2.1802 -1.6499 -1.130 0.851 0.937
H 0.3458 1.6119 -1.9214 -1.829 -0.551 1.059
H -1.3828 1.2600 -1.2996 -0.670 -0.595 -0.330
H 0.7795 2.3454 0.3008 -1.566 -2.115 -0.225
N -0.1241 -2.0186 0.3841 1.090 1.377 1.417
N -0.2071 -1.5052 -0.9385 1.429 -3.471 1.609
N 0.0423 1.5450 0.2648 1.495 0.077 -0.308
O -0.0646 -0.9661 2.4933 0.569 -0.751 0.725
```
Forces are in eV/Å.

natural (NBO) atomic charge list, values in e, 2 entries:
1. C 0.41
2. C 0.09